{"formula": "C39H30Cl3CuN7O3S2", "method": "ωB97M-V/def2-TZVPD", "de_lowest_ev": 0.0000, "homo_ev": [-6.789, -6.743], "s_squared": 0.7531, "lumo_ev": [-0.0897, -0.0893], "spin_multiplicity": 2, "gap_ev": [6.7, 6.7], "species": ["Cu", "O", "C", "N", "C", "C", "C", "C", "C", "C", "N", "C", "O", "C", "C", "C", "C", "C", "N", "C", "C", "C", "C", "C", "N", "H", "H", "H", "H", "H", "H", "H", "H", "H", "H", "H", "H", "S", "C", "N", "C", "C", "C", "C", "H", "H", "H", "H", "H", "Cl", "C", "C", "C", "C", "C", "C", "N", "C", "C", "N", "C", "O", "C", "C", "C", "Cl", "S", "C", "C", "C", "Cl", "C", "H", "H", "H", "H", "H", "H", "H", "H", "H", "H", "H", "H", "H"], "coordinates": [[-2.333, 0.266, -0.297], [-4.031, 3.941, -0.598], [-3.160, 3.081, -0.511], [-3.216, 1.923, 0.178], [-4.192, 1.729, 1.181], [-4.901, 2.743, 1.818], [-5.791, 2.434, 2.838], [-5.993, 1.121, 3.231], [-5.293, 0.096, 2.610], [-4.395, 0.398, 1.593], [-3.666, -0.541, 0.846], [-3.656, -1.847, 1.042], [-4.125, -2.525, 1.969], [-2.967, -2.565, -0.100], [-3.115, -3.931, -0.275], [-2.521, -4.530, -1.372], [-1.785, -3.748, -2.250], [-1.679, -2.391, -1.997], [-2.264, -1.812, -0.952], [-1.870, 3.369, -1.248], [-1.937, 3.859, -2.551], [-0.763, 4.220, -3.186], [0.432, 4.111, -2.486], [0.388, 3.639, -1.184], [-0.731, 3.259, -0.572], [-4.763, 3.765, 1.508], [-6.332, 3.236, 3.324], [-6.692, 0.888, 4.024], [-5.427, -0.931, 2.909], [-3.705, -4.479, 0.444], [-2.631, -5.593, -1.544], [-1.307, -4.173, -3.121], [-1.106, -1.742, -2.648], [-2.904, 3.968, -3.021], [-0.777, 4.597, -4.201], [1.375, 4.399, -2.932], [1.292, 3.562, -0.594], [-0.267, -0.631, 2.534], [-0.310, -2.278, 2.231], [-1.372, -3.023, 2.663], [-1.502, -4.359, 2.511], [-0.536, -5.080, 1.885], [0.578, -4.375, 1.377], [0.690, -3.027, 1.541], [-2.164, -2.511, 3.044], [-2.418, -4.778, 2.902], [-0.638, -6.148, 1.769], [1.361, -4.915, 0.858], [1.553, -2.484, 1.180], [4.535, 5.620, -3.631], [4.338, 4.135, -2.762], [4.492, 2.924, -3.417], [4.299, 1.761, -2.699], [3.946, 1.742, -1.346], [3.771, 0.363, -0.711], [2.858, -0.547, -1.537], [1.517, -0.019, -1.716], [0.947, 0.415, -2.892], [-0.350, 0.701, -2.600], [-0.576, 0.439, -1.270], [0.564, 0.024, -0.764], [3.223, 0.386, 0.583], [4.103, 0.143, 1.677], [3.851, -1.191, 2.316], [4.335, -2.389, 1.884], [5.346, -2.660, 0.515], [3.866, -3.706, 2.875], [2.985, -2.655, 3.903], [3.058, -1.365, 3.491], [3.843, 2.980, -0.717], [3.486, 3.195, 0.970], [4.027, 4.168, -1.420], [4.757, 2.897, -4.464], [4.442, 0.821, -3.218], [4.756, -0.119, -0.704], [2.786, -1.495, -1.002], [3.271, -0.757, -2.521], [1.510, 0.489, -3.805], [-1.119, 1.092, -3.242], [0.730, -0.245, 0.269], [3.916, 0.923, 2.414], [5.143, 0.233, 1.351], [2.445, -3.053, 4.746], [2.546, -0.549, 3.980], [3.920, 5.112, -0.904]], "forces_ev_per_angstrom": [[-0.008, -0.597, -0.026], [-0.013, 0.016, -0.002], [-0.031, 0.007, 0.000], [0.145, 0.138, 0.052], [0.007, -0.009, -0.052], [0.006, -0.002, 0.028], [0.005, 0.000, 0.000], [0.002, 0.006, -0.001], [0.017, 0.018, 0.049], [-0.021, -0.035, -0.035], [-0.032, 0.175, 0.112], [0.005, -0.065, -0.086], [-0.031, -0.020, -0.009], [-0.063, -0.002, -0.029], [0.027, 0.002, -0.011], [0.005, 0.008, -0.002], [-0.007, 0.005, 0.021], [0.094, -0.004, 0.004], [-0.023, 0.083, 0.131], [-0.048, 0.022, -0.052], [0.011, -0.014, 0.031], [0.010, 0.006, 0.002], [-0.012, 0.001, -0.013], [0.006, 0.010, -0.005], [0.013, 0.021, 0.022], [-0.003, 0.000, -0.001], [-0.007, 0.001, 0.004], [0.000, 0.000, 0.007], [-0.010, -0.005, -0.013], [-0.009, 0.000, 0.008], [0.001, -0.008, -0.002], [0.005, -0.005, -0.003], [-0.010, 0.001, -0.006], [-0.001, 0.002, -0.008], [0.001, 0.003, -0.004], [0.012, 0.000, -0.003], [0.001, 0.004, 0.004], [-0.096, 0.021, -0.063], [-0.002, -0.017, 0.008], [-0.030, 0.014, 0.011], [-0.001, 0.005, 0.011], [0.004, 0.015, -0.004], [-0.019, -0.014, -0.002], [-0.038, 0.055, 0.036], [0.034, -0.010, 0.008], [-0.011, -0.007, -0.012], [0.005, -0.005, -0.002], [0.006, -0.007, 0.001], [-0.005, 0.006, 0.000], [0.002, -0.005, 0.002], [-0.004, 0.011, -0.012], [-0.007, 0.008, 0.018], [0.000, -0.001, -0.007], [0.045, -0.017, -0.059], [-0.008, 0.088, 0.046], [0.001, -0.056, 0.028], [0.010, 0.010, -0.009], [-0.009, 0.011, -0.007], [0.055, -0.022, -0.006], [-0.067, 0.323, -0.096], [-0.018, -0.101, 0.031], [0.014, -0.096, -0.083], [0.006, 0.016, 0.003], [-0.039, -0.001, 0.031], [0.027, -0.015, -0.007], [-0.009, 0.026, -0.014], [0.071, -0.016, 0.030], [0.013, 0.010, -0.019], [0.015, -0.012, -0.007], [-0.026, 0.019, 0.020], [0.011, 0.056, -0.014], [-0.004, -0.011, 0.001], [0.003, 0.001, -0.003], [0.003, -0.011, -0.001], [-0.006, -0.029, 0.056], [0.037, -0.004, -0.017], [-0.020, 0.039, -0.009], [0.004, 0.010, -0.013], [-0.009, 0.006, -0.012], [-0.005, -0.001, 0.012], [0.021, -0.002, -0.004], [0.001, -0.031, 0.000], [-0.011, -0.008, 0.012], [0.011, -0.017, 0.000], [0.000, 0.006, 0.003]], "mulliken_charge": [-1.4407, -0.6758, 0.0310, 0.3368, 0.4233, -0.5561, -0.6816, -0.7081, -0.5112, 0.1797, 0.5294, 0.1410, -0.8321, 0.7643, -0.5214, -0.5225, -0.8460, -0.0360, -0.0196, 0.6705, -0.6898, -0.7596, -0.0091, -0.0863, -0.3888, 0.4530, 0.3801, 0.3792, 0.4577, 0.5611, 0.4717, 0.4668, 0.3329, 0.5183, 0.4007, 0.3374, 0.4081, -0.3275, 0.1414, 0.0950, -0.4789, -0.8216, -0.5185, 0.0913, 0.3088, 0.4675, 0.4685, 0.5090, 0.2222, -0.2039, 0.1657, -1.0350, -0.4818, -0.4717, 0.4815, -1.8538, 0.6924, -0.1847, -1.8011, 1.1443, 0.3822, 0.1457, -1.1728, 0.1040, 0.8359, -0.2155, -0.2067, -0.3369, -0.9031, 1.1507, -0.1856, -0.7847, 0.4513, 0.4018, 0.7021, 0.2057, 0.6310, 0.5634, 0.6326, -0.2172, 0.3847, 0.5931, 0.4852, 0.3678, 0.4180]}

{"formula": "C39H31Cl4GeINO5PPd", "method": "ωB97M-V/def2-TZVPD", "charge": 1, "de_lowest_ev": 3.2519, "homo_ev": [-9.332, -9.400], "s_squared": 8.7817, "lumo_ev": [-3.3085, -7.1509], "spin_multiplicity": 6, "gap_ev": [6.0, 2.2], "species": ["Pd", "O", "C", "O", "C", "P", "C", "C", "C", "C", "C", "C", "C", "C", "C", "C", "C", "C", "H", "H", "H", "H", "H", "H", "H", "H", "H", "H", "H", "H", "Cl", "C", "C", "Cl", "C", "Cl", "C", "O", "C", "O", "C", "Cl", "N", "C", "O", "C", "I", "H", "H", "H", "H", "C", "Ge", "C", "C", "C", "C", "C", "C", "C", "C", "C", "C", "C", "C", "C", "C", "C", "C", "H", "H", "H", "H", "H", "H", "H", "H", "H", "H", "H", "H", "H", "H", "H"], "coordinates": [[-0.434, 0.184, 0.081], [3.544, 0.867, -1.739], [2.420, 1.027, -1.318], [1.454, 0.167, -1.315], [2.002, 2.409, -0.769], [0.186, 2.384, -0.767], [-0.382, 2.101, -2.467], [0.475, 2.014, -3.560], [-0.034, 1.675, -4.803], [-1.390, 1.429, -4.968], [-2.253, 1.546, -3.888], [-1.751, 1.877, -2.639], [-0.263, 4.099, -0.370], [0.032, 4.590, 0.902], [-0.183, 5.925, 1.195], [-0.702, 6.772, 0.224], [-1.005, 6.284, -1.038], [-0.796, 4.947, -1.340], [2.413, 3.234, -1.349], [2.357, 2.501, 0.261], [1.535, 2.197, -3.446], [0.636, 1.596, -5.648], [-1.772, 1.145, -5.939], [-3.315, 1.374, -4.017], [-2.419, 1.994, -1.795], [0.436, 3.922, 1.656], [0.057, 6.312, 2.176], [-0.865, 7.817, 0.452], [-1.403, 6.947, -1.796], [-1.028, 4.569, -2.326], [-7.385, -1.550, -0.939], [-5.963, -0.720, -0.517], [-6.001, 0.666, -0.348], [-7.467, 1.503, -0.557], [-4.828, 1.364, 0.000], [-4.841, 3.050, 0.199], [-3.588, 0.692, 0.196], [-2.545, 1.286, 0.555], [-3.532, -0.759, -0.026], [-2.442, -1.338, 0.081], [-4.753, -1.429, -0.349], [-4.694, -3.109, -0.527], [-1.506, 0.936, 3.447], [-0.236, 0.547, 3.327], [0.365, 0.461, 2.247], [0.473, 0.257, 4.633], [2.123, -1.072, 4.398], [-2.012, 1.195, 2.616], [-1.959, 0.988, 4.342], [-0.204, -0.167, 5.369], [0.880, 1.188, 5.026], [-0.761, -3.420, -1.739], [0.262, -2.257, -0.481], [0.006, -3.171, 1.326], [-0.945, -2.690, 2.224], [-1.247, -3.400, 3.380], [-0.576, -4.580, 3.656], [0.398, -5.042, 2.783], [0.697, -4.338, 1.622], [2.193, -2.725, -0.809], [2.493, -3.506, -1.899], [3.825, -3.673, -2.324], [4.846, -3.096, -1.623], [4.586, -2.316, -0.476], [5.625, -1.675, 0.235], [5.363, -0.936, 1.354], [4.039, -0.795, 1.806], [3.009, -1.389, 1.127], [3.240, -2.144, -0.043], [-0.415, -4.443, -1.597], [-0.612, -3.119, -2.775], [-1.821, -3.366, -1.499], [-1.471, -1.769, 2.014], [-2.005, -3.031, 4.064], [-0.803, -5.133, 4.558], [0.927, -5.961, 3.000], [1.465, -4.706, 0.951], [1.701, -3.988, -2.460], [4.031, -4.262, -3.209], [5.874, -3.246, -1.931], [6.637, -1.755, -0.146], [6.170, -0.457, 1.894], [3.835, -0.214, 2.697], [1.996, -1.296, 1.498]], "forces_ev_per_angstrom": [[0.778, 1.220, 0.106], [-0.228, -0.134, -0.055], [0.479, 0.492, 0.171], [-0.455, -0.417, 0.349], [-0.233, -0.429, 0.062], [0.506, 0.267, -0.576], [-0.225, 0.049, 0.195], [-0.006, 0.030, 0.076], [0.029, 0.022, -0.058], [0.001, -0.012, -0.009], [-0.047, -0.035, 0.029], [0.124, 0.064, -0.065], [-0.268, -0.298, 0.135], [-0.037, -0.057, -0.009], [-0.008, 0.004, 0.049], [0.009, 0.024, -0.027], [-0.034, 0.020, -0.012], [0.000, -0.013, 0.085], [-0.010, -0.002, -0.015], [-0.025, 0.021, -0.001], [0.015, -0.064, -0.019], [0.000, 0.000, 0.005], [-0.005, 0.030, -0.005], [0.007, 0.011, -0.021], [-0.002, -0.007, -0.023], [0.026, 0.031, 0.022], [0.003, -0.018, 0.006], [0.002, -0.002, 0.003], [-0.002, 0.003, 0.009], [0.006, 0.030, -0.017], [0.202, -0.025, 0.054], [-0.815, 0.874, -0.075], [-0.571, -0.835, -0.233], [0.132, 0.051, 0.025], [0.106, 0.983, 0.145], [0.006, -0.532, -0.068], [0.770, 0.163, 0.346], [-0.616, -0.135, 0.024], [0.508, -0.082, 0.019], [-0.782, -0.049, -0.119], [0.337, -1.039, -0.064], [-0.021, 0.548, 0.059], [-0.112, -0.038, -0.257], [0.624, -0.211, 0.095], [-0.555, 0.075, -0.293], [0.227, -0.173, -0.032], [-0.788, 0.018, 0.721], [-0.102, 0.099, -0.098], [0.028, -0.008, 0.031], [-0.053, 0.013, -0.022], [-0.024, 0.027, -0.015], [-0.098, 0.682, 0.019], [1.642, -2.651, 0.535], [-0.563, 1.071, -0.589], [0.046, -0.389, 0.234], [0.018, 0.199, -0.011], [0.013, -0.062, 0.121], [0.080, -0.050, -0.040], [0.004, -0.038, 0.026], [-0.993, 0.361, -0.208], [-0.090, 0.336, 0.113], [0.247, -0.211, 0.125], [-0.045, -0.160, -0.256], [-0.351, 0.126, 0.214], [0.123, 0.056, 0.074], [0.157, -0.033, -0.206], [0.014, 0.039, -0.160], [-0.007, 0.150, -0.041], [0.461, -0.075, -0.233], [0.086, 0.026, 0.075], [0.014, -0.048, -0.004], [-0.011, -0.029, 0.002], [-0.029, -0.011, 0.075], [0.024, -0.021, 0.013], [0.004, -0.024, -0.021], [0.006, 0.015, 0.023], [-0.012, 0.007, -0.017], [0.026, 0.119, -0.110], [0.038, -0.044, 0.047], [-0.005, 0.103, -0.059], [0.018, -0.097, 0.075], [0.008, 0.031, -0.033], [0.240, -0.008, -0.363], [0.038, 0.075, -0.048]], "mulliken_charge": [2.1744, -0.6727, 0.3061, -0.4269, -0.9760, 1.0055, 0.4208, -0.6505, -0.7440, -0.6546, -0.7255, -0.2777, 0.8607, -0.4388, -0.7419, -0.5556, -0.7352, -0.5208, 0.5341, 0.5301, 0.4000, 0.4491, 0.4225, 0.4522, 0.4033, 0.4374, 0.4335, 0.4114, 0.4343, 0.4191, -0.1141, 0.5284, 0.1698, -0.1253, 0.5854, -0.0549, -0.5218, -0.6279, -0.4479, 0.4618, 0.1609, -0.0520, -0.1567, 0.3588, -0.1897, -1.4472, 0.1162, -0.0324, 0.2291, 0.5653, 0.4993, -1.5737, 1.8599, 0.4598, -0.2011, -1.0508, -0.6225, -0.7115, -0.3130, 0.3591, -1.0221, -0.9217, -1.0230, 0.7496, -0.9066, -1.0633, -0.4830, 1.1993, -0.3064, 0.5131, 0.4491, 0.1679, 0.2316, 0.4305, 0.4014, 0.4279, 0.4188, 0.3954, 0.4466, 0.3954, 0.4002, 0.3946, 0.4079, -0.7886]}